Entry 1:
This record from the OMol25 dataset describes 2 unconnected molecules or ions with the total composition C4H8NOP in a non-equilibrium geometry. The level of theory is ωB97M-V with the def2-TZVPD basis set.

The value obtained for the energy above the lowest of the compared OMol25 structures with the same formula, charge and spin is 466.25 kJ/mol. As for the total energy: -628.3947 Eh. The LUMO energy (spin up / spin down) is -0.0412 / -0.0472 hartree. The calculation puts the HOMO-LUMO gap (spin up / spin down) at 7.56 / 6.22 eV.

Last column: Löwdin charge in e.
Geometry (Å):
P  3.0796  0.1475  0.2594  0.917
O  3.7188  -0.8699  -0.5294  -0.534
N  0.7148  1.1537  -0.5360  -0.047
C  -0.1332  1.4507  0.6010  -0.246
C  0.0217  -1.0768  0.6681  -0.066
C  -0.3455  0.2101  -0.1409  -0.627
C  -1.5447  -0.0323  -1.0673  -0.036
H  0.3319  1.2922  1.6864  0.125
H  -0.6459  2.4989  0.3679  0.139
H  -1.5031  -1.1419  -1.4902  0.111
H  -2.4309  -0.0858  -0.5006  0.054
H  -1.5549  0.6329  -1.8671  0.048
H  -0.1481  -2.0111  0.0195  0.097
H  1.1159  -0.8922  1.1276  0.031
H  -0.6764  -1.2760  1.4017  0.034

Entry 2:
This record from the OMol25 dataset describes 2 unconnected molecules or ions with the total composition C4H9Cl2 in a non-equilibrium geometry. The level of theory is ωB97M-V with the def2-TZVPD basis set.

The value obtained for the energy above the lowest of the compared OMol25 structures with the same formula, charge and spin is 0.00 kJ/mol. As for the multiplicity: 2. As for the total energy: -1078.1340 Eh. The LUMO energy (spin up / spin down) is 0.0395 / -0.1507 hartree. The calculation puts the HOMO-LUMO gap (spin up / spin down) at 11.70 / 6.52 eV.

Last column: Löwdin charge in e.
Geometry (Å):
Cl  1.5744  -2.4240  0.4786  0.625
Cl  -1.3162  0.9571  0.3120  0.030
C  2.4516  -0.8958  0.5600  -0.795
C  3.8575  -1.6594  2.5585  -0.128
C  3.8470  -1.1288  1.1309  -0.312
C  2.5063  -0.2699  -0.8195  -0.149
H  1.5065  -0.0872  -1.2175  0.055
H  3.3583  -0.9682  3.2442  0.075
H  4.8774  -1.8024  2.9265  0.071
H  4.4101  -0.1892  1.0742  0.113
H  3.0535  0.6756  -0.8026  0.081
H  1.8839  -0.2466  1.2423  0.095
H  3.0198  -0.9406  -1.5118  0.077
H  3.3397  -2.6180  2.6320  0.052
H  4.3700  -1.8282  0.4656  0.111

Entry 3:
This record from the OMol25 dataset describes a molecular structure, C48H49FN2O4P2RuSi. The level of theory is ωB97M-V with the def2-TZVPD basis set.

As for the multiplicity: 6. As for the total energy: -3435.8556 Eh. The LUMO energy (spin up / spin down) is -0.0939 / -0.1304 hartree. The charge is +1. The calculation puts the HOMO-LUMO gap (spin up / spin down) at 7.50 / 7.51 eV.

Last column: Löwdin charge in e.
Geometry (Å):
Ru  0.3005  0.3425  0.2757  1.327
P  -1.3272  0.2153  2.2225  1.062
P  0.2882  0.0733  -2.3151  0.947
Si  2.6769  -2.2382  0.1106  0.306
F  2.1855  6.7815  -0.9695  0.084
O  1.5387  -1.0840  -0.2543  -0.561
O  3.1128  -0.2140  3.5349  0.053
O  1.2797  -0.0118  2.2810  -0.233
O  1.4162  2.1291  0.4479  -0.192
N  -2.1034  1.1776  -0.5083  0.011
N  4.1588  3.6538  3.0727  0.033
C  -2.0840  -3.9670  3.9448  -0.068
C  1.9633  0.0187  -3.0064  -0.368
C  -0.8337  -3.3732  4.0567  -0.063
C  -1.6678  -1.4065  2.9439  -0.341
C  -3.1663  1.3181  0.4705  -0.307
C  2.2627  2.5523  1.3119  -0.274
C  -0.8341  1.3544  3.5542  -0.346
C  4.0953  5.8012  1.9283  -0.120
C  2.3606  -0.9233  -3.9473  -0.083
C  -1.6674  -2.9111  -4.3309  -0.067
C  -4.3977  1.8505  0.0997  -0.025
C  2.1792  -3.2264  1.6139  -0.154
C  3.5753  6.5569  0.9060  0.067
C  -0.8401  -2.4276  -1.7274  -0.111
C  -5.1717  1.6351  2.3656  -0.058
C  2.8690  0.9848  -2.5685  -0.100
C  4.5510  0.0703  -4.0196  -0.071
C  -0.3214  1.9077  5.8372  -0.061
C  -0.5802  2.6763  3.1880  -0.103
C  3.6535  -0.8927  -4.4541  -0.071
C  -1.5267  -3.5940  -2.0331  -0.066
C  -0.1992  3.6054  4.1404  -0.074
C  5.1124  5.6044  4.2002  -0.128
C  -3.9508  1.1007  2.7299  -0.074
C  -2.9416  0.9216  1.7802  -0.316
C  -0.5313  1.2658  -3.4549  -0.247
C  -3.1198  -3.2911  3.3171  -0.071
C  3.7201  2.4082  3.2041  0.056
C  -0.0683  3.2198  5.4700  -0.076
C  2.2255  4.7153  0.1212  0.072
C  -2.9151  -2.0149  2.8120  -0.083
C  -0.6178  -2.1003  3.5540  -0.104
C  2.3950  0.4043  2.7640  -0.600
C  -0.7039  0.9722  4.8822  -0.061
C  3.6686  4.4598  2.0535  -0.062
C  -1.9389  -3.8381  -3.3344  -0.067
C  2.8091  -3.4195  -1.3333  -0.152
C  2.7799  1.8156  2.3893  -0.014
C  4.3478  -1.4663  0.4125  -0.141
C  -0.9838  -1.7442  -4.0263  -0.103
C  2.6572  6.0024  0.0139  -0.253
C  4.1577  1.0114  -3.0762  -0.075
C  -5.3980  2.0023  1.0427  -0.057
C  5.0832  6.3942  2.8992  -0.123
C  5.2788  4.1181  3.9263  -0.295
C  2.7308  3.9205  1.1630  -0.046
C  -0.5554  -1.4906  -2.7215  -0.366
C  6.6040  3.7586  3.2644  -0.014
H  6.0762  6.4114  2.4432  0.125
H  -6.3543  2.4149  0.7500  0.113
H  -0.6782  2.9802  2.1503  0.103
H  3.3565  -2.9760  -2.1677  0.019
H  -0.2827  2.2837  -3.1517  0.042
H  -2.4710  -4.7492  -3.5741  0.110
H  5.1858  3.5692  4.8630  0.150
H  -1.6150  1.1419  -3.4305  0.038
H  -1.7304  -4.3145  -1.2515  0.111
H  5.9318  5.9372  4.8364  0.127
H  -4.5657  2.1519  -0.9274  0.117
H  4.8602  1.7586  -2.7297  0.107
H  3.8644  7.5935  0.7854  0.140
H  0.2203  3.9457  6.2191  0.105
H  -0.8913  -0.0519  5.1775  0.105
H  -0.1871  1.1263  -4.4790  0.049
H  -0.7784  -1.0346  -4.8181  0.102
H  1.8187  -3.7059  -1.6991  0.023
H  2.8049  -4.1190  1.6869  0.039
H  -4.0934  -3.7536  3.2214  0.108
H  3.9608  -1.6288  -5.1856  0.111
H  1.1327  -3.5420  1.5605  0.027
H  4.3979  -1.0338  1.4136  0.019
H  2.5691  1.7048  -1.8140  0.086
H  5.5600  0.0833  -4.4104  0.108
H  -0.5059  -2.2613  -0.7120  0.071
H  -2.4471  0.6607  -1.3118  0.075
H  6.6858  2.6793  3.1341  0.090
H  -1.8211  2.0928  -0.8481  0.089
H  -0.0171  -3.9064  4.5255  0.115
H  -5.9484  1.7668  3.1069  0.113
H  5.1244  -2.2305  0.3340  0.040
H  1.5080  4.3020  -0.5718  0.128
H  7.4334  4.0914  3.8886  0.095
H  -0.0077  4.6308  3.8492  0.107
H  0.3651  -1.6498  3.6113  0.090
H  -3.7282  -1.5036  2.3135  0.099
H  4.1808  5.7647  4.7484  0.130
H  2.3141  -2.6301  2.5187  0.018
H  6.6984  4.2247  2.2831  0.087
H  -2.2491  -4.9608  4.3400  0.109
H  -3.7688  0.8150  3.7592  0.121
H  -1.9920  -3.0940  -5.3469  0.110
H  4.1400  1.8192  4.0105  0.156
H  4.8152  7.4329  3.0926  0.127
H  3.3348  -4.3258  -1.0262  0.036
H  4.5690  -0.6839  -0.3200  0.024
H  -0.2245  1.6051  6.8717  0.110
H  1.6745  -1.6957  -4.2706  0.102

Entry 4:
This record from the OMol25 dataset describes C3H8N4O in the gas phase in a non-equilibrium geometry. The level of theory is ωB97M-V with the def2-TZVPD basis set.

The value obtained for the energy above the lowest of the compared OMol25 structures with the same formula, charge and spin is 338.83 kJ/mol. As for the total energy: -413.2870 Eh. The LUMO energy is 0.0246 hartree. The calculation puts the HOMO-LUMO gap at 7.58 eV.

Last column: Löwdin charge in e.
Geometry (Å):
O  -1.8416  0.2404  1.0771  0.064
N  -0.3379  1.9273  -0.7645  0.061
N  -1.4832  -1.4498  -0.3977  0.136
N  0.8470  -1.0845  0.7016  0.080
N  2.4092  0.6864  -0.1826  0.085
C  1.2689  0.1387  -0.0610  -0.455
C  -0.9474  -0.2957  0.1594  -0.366
C  -0.0134  0.5721  -0.4751  -0.300
H  -0.9234  -1.9000  -1.1040  0.111
H  3.1874  0.1101  0.1181  0.022
H  0.6170  -1.0310  1.6862  0.105
H  -2.3181  -1.8203  0.0307  0.105
H  -1.7867  1.2026  0.9813  0.105
H  -0.5287  2.0664  -1.7521  0.076
H  0.4342  2.5367  -0.5158  0.073
H  1.4165  -1.8994  0.4984  0.098

Entry 5:
This record from the OMol25 dataset describes a molecular structure, C52H50AsN3OP2S4SiTl. The level of theory is ωB97M-V with the def2-TZVPD basis set.

The value obtained for the energy above the lowest of the compared OMol25 structures with the same formula, charge and spin is 71.63 kJ/mol. As for the total energy: -7224.5033 Eh. The LUMO energy is 0.0854 hartree. The charge is -1. The calculation puts the HOMO-LUMO gap at 6.90 eV.

Last column: Löwdin charge in e.
Geometry (Å):
Tl  -0.0718  -0.4124  -0.4781  0.424
As  1.9560  -2.2346  1.3892  1.327
S  -0.0953  2.9065  -2.7200  0.260
S  -0.4795  -3.0131  -1.0517  0.625
S  -1.6839  1.5956  1.4842  0.263
S  1.8817  1.0040  0.3443  0.586
P  -2.7171  1.2141  -0.1667  0.380
P  -1.3820  1.3943  -2.8704  0.377
Si  -2.4700  -5.6181  -0.2368  0.496
O  1.7101  -0.8798  -2.3054  -0.111
N  3.9519  -0.9599  -2.5696  0.166
N  2.7762  0.9434  -3.1653  0.176
N  -1.3491  -1.8637  1.1185  -0.051
C  -1.1327  -1.1425  -4.0413  -0.116
C  -3.6261  -6.7849  0.6899  -0.189
C  6.0803  -4.3282  0.2803  -0.106
C  -2.9406  3.9455  -0.5818  -0.115
C  -5.9869  -0.4697  1.6433  -0.091
C  -6.0985  -1.7034  1.0093  -0.098
C  0.9373  -2.9045  4.0940  -0.103
C  -4.9834  0.4096  1.2753  -0.103
C  3.8232  -4.5408  1.0947  -0.096
C  -4.9065  2.6927  -1.1675  -0.089
C  -2.2651  -4.0658  0.7974  -0.266
C  -2.0240  -1.7382  2.2596  -0.153
C  -5.1473  2.6380  -5.2317  -0.104
C  2.5542  0.5363  1.9106  -0.664
C  -3.6051  2.7266  -0.6744  -0.338
C  5.9160  -2.9505  0.2147  -0.098
C  -3.0155  3.2152  -4.2780  -0.103
C  -2.8962  1.9372  -3.7544  -0.325
C  -0.1606  -4.9782  4.6347  -0.098
C  5.0316  -5.1183  0.7245  -0.094
C  -4.8691  5.0751  -1.4663  -0.100
C  -1.4392  -2.9912  0.3920  -0.774
C  0.0318  -1.5765  -6.0975  -0.096
C  3.0857  1.5963  2.6630  -0.136
C  2.7144  -0.7648  2.4070  -0.419
C  0.3616  -0.2302  -6.1911  -0.091
C  0.0506  -5.4192  3.3372  -0.090
C  -5.0293  1.3543  -4.7118  -0.089
C  4.7120  -2.3747  0.5892  -0.131
C  -3.9107  1.0066  -3.9751  -0.086
C  -4.1420  3.5659  -5.0112  -0.093
C  -5.2072  -2.0443  0.0050  -0.084
C  -0.8492  -6.5337  -0.4783  -0.183
C  0.2727  -3.7138  5.0047  -0.090
C  0.7061  -4.6062  2.4248  -0.141
C  1.1883  -3.3531  2.7992  -0.357
C  -5.5382  3.8627  -1.5570  -0.091
C  -0.7883  0.1999  -4.1204  -0.340
C  -4.0892  0.0758  0.2597  -0.348
C  -1.8633  0.4532  -1.4974  -0.641
C  -3.2522  -5.2040  -1.8896  -0.174
C  3.9881  0.0730  4.2905  -0.101
C  3.4450  -0.9791  3.5756  -0.136
C  3.7895  1.3703  3.8281  -0.098
C  -0.0451  0.6538  -5.2056  -0.110
C  -3.5698  5.1141  -0.9830  -0.084
C  -0.7154  -2.0303  -5.0216  -0.078
C  3.6499  -3.1636  1.0347  -0.350
C  -4.2091  -1.1542  -0.3741  -0.086
C  -2.8307  -2.7425  2.7493  -0.058
C  2.7466  -0.3034  -2.6446  -0.680
C  -2.9491  -3.9054  1.9933  -0.091
H  -3.8132  0.0111  -3.5573  0.101
H  4.5535  -0.1122  5.1950  0.094
H  -3.2781  -6.0783  -2.5439  0.029
H  -3.2638  -7.0044  1.6964  0.024
H  -1.9300  3.9662  -0.1964  0.077
H  -5.8132  0.6254  -4.8787  0.098
H  1.2489  -1.9138  4.3954  0.093
H  4.7955  -0.4169  -2.5135  0.091
H  -3.0411  6.0569  -0.9173  0.100
H  6.7315  -2.3215  -0.1211  0.098
H  -5.3604  5.9890  -1.7786  0.095
H  -5.4293  1.7486  -1.2477  0.106
H  -3.6897  -7.7325  0.1498  0.027
H  3.9267  -1.7885  -1.9969  0.086
H  -0.6812  -5.6067  5.3465  0.096
H  2.9375  2.6058  2.3019  0.093
H  -6.0247  2.9125  -5.8051  0.093
H  -4.8764  1.3595  1.7869  0.105
H  3.5952  -1.9959  3.9223  0.105
H  -3.3676  -2.6099  3.6779  0.103
H  -3.5962  -4.6991  2.3493  0.093
H  -1.7140  -1.4922  -3.1987  0.055
H  0.3616  -2.2699  -6.8618  0.093
H  -0.1347  -5.9329  -1.0385  0.004
H  -0.3198  -6.3881  3.0231  0.097
H  -0.9667  -3.0799  -4.9320  0.100
H  -1.9157  -0.7825  2.7596  0.064
H  -0.3989  -6.7898  0.4839  0.014
H  0.0842  -3.3469  6.0060  0.099
H  5.1499  -6.1933  0.7846  0.098
H  -6.5488  3.8245  -1.9437  0.099
H  0.9471  0.1286  -7.0288  0.095
H  0.2334  1.7000  -5.2552  0.077
H  4.5962  -1.2959  0.5482  0.100
H  -6.8775  -2.3962  1.3042  0.095
H  -2.6848  -4.4187  -2.3886  0.001
H  -1.0249  -7.4655  -1.0219  0.028
H  7.0203  -4.7805  -0.0090  0.094
H  4.1895  2.2124  4.3803  0.097
H  -3.5087  -1.4040  -1.1642  0.085
H  -4.2340  4.5701  -5.4073  0.098
H  -4.2774  -4.8524  -1.7556  0.019
H  -2.2233  3.9310  -4.0947  0.062
H  -6.6794  -0.1996  2.4312  0.096
H  -5.2786  -3.0082  -0.4847  0.090
H  -4.6377  -6.3841  0.7747  0.028
H  3.6476  1.4424  -3.2007  0.098
H  0.8058  -4.9356  1.3953  0.082
H  3.0208  -5.1792  1.4437  0.084
H  1.9340  1.5093  -3.0491  -0.003

Entry 6:
This record from the OMol25 dataset describes 2 unconnected molecules or ions with the total composition C23H37BF2N4O8S2 in a non-equilibrium geometry. The level of theory is ωB97M-V with the def2-TZVPD basis set.

As for the total energy: -2740.2946 Eh. The LUMO energy is -0.0713 hartree. The calculation puts the HOMO-LUMO gap at 6.47 eV.

Last column: Löwdin charge in e.
Geometry (Å):
S  -4.9322  -0.1428  -2.3822  0.496
S  -7.0689  -1.5894  -2.8055  0.482
F  -6.4055  -2.5785  -1.7441  -0.204
F  -3.7707  0.3946  -3.3466  -0.214
O  -5.4169  1.0934  -1.8328  -0.294
O  3.8327  -0.8973  1.8025  0.123
O  2.4623  2.9846  1.9038  0.055
O  -0.6486  -3.2764  -1.2648  -0.056
O  -4.1766  -0.9860  -1.4890  -0.317
O  0.2369  -0.7768  0.3383  -0.090
O  -7.9527  -0.7988  -1.9958  -0.291
O  -7.7089  -2.5132  -3.6998  -0.296
N  -0.5223  0.7146  2.0990  -0.058
N  2.2059  1.6967  2.4351  -0.075
N  -5.8299  -0.8614  -3.4539  -0.299
N  0.5111  3.3120  -2.3223  -0.139
C  0.8444  -1.2630  2.6253  -0.069
C  0.5636  -0.1407  1.5584  -0.396
C  -0.1541  3.9105  -1.1418  -0.143
C  1.3350  -2.6537  2.2076  -0.172
C  1.8998  -3.1442  0.9577  -0.045
C  2.2732  -5.5017  1.7791  -0.070
C  1.8198  0.7793  1.3090  -0.035
C  -0.1771  1.2438  3.4514  -0.127
C  2.3596  -4.5090  0.7000  -0.049
C  1.7247  -5.0541  3.0611  -0.081
C  -1.0490  -1.4086  0.3625  -0.106
C  -0.8958  -0.9787  -2.2263  -0.041
C  -0.0993  2.5644  -3.3485  -0.078
C  -1.2770  1.7553  -0.1735  -0.150
C  2.1975  2.6994  -3.8317  -0.088
C  -1.2784  -1.9951  -1.0876  -0.353
C  3.7780  0.0809  -0.5952  0.007
C  0.9010  2.1446  -4.3178  -0.073
C  -0.8482  1.9192  1.3213  -0.184
C  1.8789  3.4156  -2.6015  -0.126
C  1.2565  -3.6883  3.2813  -0.026
C  1.2808  1.8445  3.5885  -0.050
C  -1.5038  3.2076  -0.7743  -0.152
B  3.1774  -0.0454  0.9017  -0.417
H  3.6429  1.1359  -0.9579  0.063
H  -2.2257  1.1761  -0.2919  0.121
H  1.5680  -0.8502  3.3919  0.130
H  -0.1095  -1.4142  3.2059  0.135
H  -1.1883  2.3875  -3.3036  0.111
H  -1.6760  -0.1770  -2.2793  0.055
H  0.6606  1.5373  -5.2103  0.089
H  -0.3588  0.4746  4.2504  0.128
H  1.6713  -5.7735  3.9108  0.096
H  3.2309  -0.6198  -1.2861  0.095
H  1.7609  1.3562  4.4815  0.146
H  3.4220  3.0122  1.7227  0.152
H  -0.2793  5.0162  -1.3151  0.132
H  -2.4005  -2.1767  -1.1885  0.131
H  4.8741  -0.1360  -0.5943  0.074
H  3.1187  1.3939  2.8055  0.187
H  1.9729  -2.4114  0.1161  0.101
H  -0.0722  2.7486  1.3490  0.111
H  2.6186  -6.5412  1.6210  0.094
H  -1.7453  2.3929  1.8180  0.140
H  4.3154  -1.5355  1.2480  0.119
H  3.1652  2.5633  -4.3510  0.082
H  -1.9083  -0.7240  0.5393  0.124
H  0.1296  -0.5478  -2.1324  0.070
H  0.8711  -3.4430  4.3015  0.107
H  1.6441  1.4255  0.4043  0.158
H  2.7531  -4.7884  -0.2988  0.102
H  -0.9142  -1.5270  -3.2096  0.096
H  -1.1983  -3.7487  -1.9032  0.093
H  -2.2151  3.1837  -1.6369  0.116
H  -1.1361  -2.2797  1.0574  0.145
H  -1.9812  3.8423  0.0248  0.119
H  0.6077  3.8345  -0.3135  0.104
H  -0.8712  2.0779  3.7411  0.133
H  1.2287  2.9316  3.8548  0.147
H  -0.4614  1.3053  -0.7973  0.095
H  2.6619  3.9409  -2.0227  0.100

Number 5 is which compound? C52H50AsN3OP2S4SiTl